The following is a DFT calculation (ωB97M-V with the def2-TZVPD basis set) of a molecular structure, C49H28HfN9O5S.

Last column: Mulliken charge in e.
Cartesian coordinates (Å):
Hf  0.10  0.27  -0.10  1.221
S  7.55  -3.13  -4.65  -0.247
O  6.65  -1.51  -6.54  -0.513
O  1.77  4.55  0.30  -0.509
O  1.52  -1.29  1.45  -0.296
O  1.13  2.57  -0.40  -0.316
O  2.52  -1.70  3.41  -0.523
N  -1.51  3.26  0.95  -0.375
N  -0.98  1.21  -3.31  -0.548
N  -0.71  -0.68  -1.88  -0.397
N  1.78  1.29  1.73  0.420
N  -1.05  1.00  1.64  0.080
N  -0.88  -1.57  0.66  -0.214
N  -1.07  -0.97  3.01  -0.372
N  -0.58  -2.98  -1.27  -0.557
N  -1.21  1.82  -0.98  -0.229
C  7.50  -2.29  -6.24  0.744
C  -1.11  -1.82  2.03  -0.032
C  4.90  -2.44  -4.35  -0.500
C  1.57  3.26  0.49  0.294
C  -1.16  -3.83  0.95  0.154
C  -1.71  -5.39  3.13  -0.706
C  2.81  2.46  4.01  -0.945
C  2.01  -0.11  -1.19  -0.214
C  -2.20  4.01  -3.74  -0.213
C  2.18  0.55  2.75  0.556
C  0.36  -1.91  -6.22  -0.708
C  6.19  -2.37  -3.82  0.199
C  -1.58  -4.03  3.32  -0.263
C  5.35  -1.12  -1.95  -0.763
C  -1.88  3.36  -2.56  0.033
C  2.70  1.08  3.92  -0.757
C  -1.59  3.00  -0.32  -0.002
C  -2.68  5.31  -3.63  -0.681
C  -0.67  -0.03  -3.09  -0.064
C  -1.15  3.76  4.05  -0.336
C  8.66  -2.67  -7.12  -1.071
C  2.45  3.24  2.92  -1.065
C  -1.19  2.34  1.88  -0.250
C  -0.89  2.37  6.03  -0.696
C  -1.56  -5.98  1.87  -0.653
C  -1.28  -5.20  0.75  -0.300
C  -0.48  -2.01  -2.13  -0.125
C  3.85  -1.85  -3.68  -0.063
C  0.47  -3.16  -5.61  -0.761
C  2.03  -0.90  2.47  -0.039
C  6.41  -1.70  -2.63  -0.548
C  -0.27  -0.96  -4.14  0.357
C  1.95  2.60  1.79  1.347
C  -1.03  3.64  5.41  -0.721
C  2.96  -0.59  -1.78  0.381
C  -1.10  2.58  3.28  0.358
C  0.21  -3.33  -4.25  -0.058
C  -2.85  5.92  -2.38  -0.705
C  -1.34  2.03  -2.31  0.314
C  4.06  -1.19  -2.47  -0.084
C  -0.02  -0.79  -5.49  -0.238
C  -2.03  3.97  -1.32  0.224
C  -0.87  -2.75  0.02  0.307
C  -2.52  5.26  -1.20  -0.208
C  -0.98  0.36  2.85  -0.230
C  -0.15  -2.21  -3.54  0.313
C  -0.97  1.32  3.90  0.404
C  -0.88  1.21  5.29  -0.470
C  -1.31  -3.25  2.20  0.264
H  4.73  -2.96  -5.29  0.474
H  2.38  -2.62  3.15  0.424
H  2.13  4.99  1.08  0.283
H  -2.95  5.85  -4.52  0.421
H  -0.79  0.24  5.76  0.564
H  9.11  -3.61  -6.82  0.368
H  7.42  -1.64  -2.23  0.426
H  -1.66  -7.05  1.76  0.424
H  0.58  -1.81  -7.27  0.432
H  8.33  -2.71  -8.15  0.310
H  -1.16  -5.63  -0.23  0.578
H  3.20  2.93  4.91  0.479
H  2.85  -1.89  -4.09  0.176
H  0.77  -4.01  -6.21  0.448
H  2.56  4.31  2.97  0.264
H  -1.06  4.52  6.03  0.432
H  -1.71  -3.57  4.30  0.586
H  -3.23  6.93  -2.34  0.413
H  -0.11  0.19  -5.95  0.573
H  0.29  -4.30  -3.78  0.554
H  -2.07  3.53  -4.70  0.574
H  9.42  -1.89  -7.04  0.288
H  -0.82  2.32  7.11  0.441
H  -1.28  4.72  3.58  0.581
H  -2.65  5.72  -0.24  0.580
H  5.52  -0.60  -1.02  0.476
H  3.00  0.43  4.73  0.601
H  -1.92  -6.03  3.98  0.423

Its total energy is -3199.3500 a.u. The calculation puts the maximum force at 0.52 eV Å⁻¹. The net charge is +1. For the HOMO-LUMO gap, the calculation gives 4.98 eV. The energy above the lowest of the compared OMol25 structures with the same formula, charge and spin comes out at 0.7 kJ/mol. For the highest occupied orbital energy, the calculation gives -8.98 eV.